The following is a DFT calculation (ωB97M-V/def2-TZVPD) of C8H12BMnN3O19S as an isolated structure.

Atoms and positions in Å:
Mn  17.95965  16.15504  27.08716
O  21.70548  20.17875  32.39363
C  21.52246  18.96503  32.13634
O  21.77003  18.21676  31.02455
B  21.33354  16.80527  31.23768
O  21.08959  16.70780  32.68149
C  21.25398  17.88532  33.25662
O  21.21479  18.21518  34.44970
O  22.22713  15.82740  30.60663
C  21.73442  15.30268  29.54095
O  22.29019  14.39497  28.84868
C  20.25909  15.78712  29.51067
O  20.06398  16.54338  30.58378
O  19.37731  15.40709  28.70731
C  16.08786  14.20506  25.86476
O  17.48736  14.44936  25.90186
H  15.82075  13.39061  25.19141
H  15.69712  14.00973  26.86339
H  15.57239  15.13193  25.61316
S  20.72410  15.99767  25.47787
O  20.11254  14.99155  24.59433
O  19.67394  16.64249  26.19904
O  21.62861  15.28699  26.34984
O  21.46810  16.85535  24.58083
C  13.52781  17.80930  25.75065
N  14.84947  18.56319  25.99912
O  14.82434  19.75236  25.94969
O  15.83175  17.92457  26.23865
H  13.11412  18.32242  24.88251
H  12.86210  18.04442  26.58110
H  13.68278  16.76080  25.49626
C  15.27716  14.97548  30.64596
N  15.50657  15.76533  29.43026
O  14.79887  16.68822  29.16550
O  16.42207  15.47095  28.72533
H  14.41948  15.52064  31.04002
H  15.99508  15.09061  31.45803
H  15.05208  13.92831  30.44377
C  17.69923  20.26460  27.94527
N  18.70423  19.24784  28.45627
O  19.46413  19.58202  29.35228
O  18.31467  18.09217  28.23433
H  16.67796  19.94430  28.15143
H  17.76326  20.32993  26.85912
H  18.00728  21.18089  28.44889

## Properties
2S+1 ... 7
LUMO (alpha / beta) ... 1.03 / 0.60 eV
Expectation value of S² ... 12.016
E_tot ... -3479.8464 Ha
HOMO level (alpha / beta) ... -0.2083 / -0.2090 Eh
Net charge ... -1